Density functional theory data (the ωB97M-V functional and the def2-TZVPD basis) for a structure of composition C54H129N3O12.

```
198
C54H129N3O12 (the ωB97M-V functional and the def2-TZVPD basis)
C -2.379 1.701 -5.051
C -1.009 1.020 -5.140
C -1.100 -0.492 -4.955
O -0.453 1.270 -6.427
H -2.815 1.485 -4.076
H -3.229 1.445 -5.683
H -2.315 2.786 -4.969
H -0.333 1.368 -4.359
H -1.671 -1.079 -5.674
H -1.521 -0.654 -3.963
H -0.096 -0.914 -5.016
H -0.682 2.118 -6.814
C 1.632 2.967 -1.531
C 2.021 4.280 -2.199
C 1.722 5.442 -1.279
O 3.392 4.263 -2.564
H 2.263 2.941 -0.642
H 1.834 2.167 -2.243
H 0.564 2.946 -1.316
H 1.456 4.401 -3.123
H 0.654 5.613 -1.147
H 2.066 6.353 -1.767
H 2.277 5.326 -0.348
H 3.835 3.787 -1.857
C -3.036 -2.103 -1.907
C -4.340 -1.345 -2.195
C -4.103 -0.068 -2.993
O -5.201 -2.241 -2.918
H -2.374 -1.584 -1.214
H -2.387 -2.308 -2.758
H -3.310 -3.063 -1.470
H -4.817 -1.059 -1.258
H -3.565 -0.237 -3.926
H -3.598 0.742 -2.468
H -5.076 0.309 -3.309
H -6.033 -2.346 -2.451
C 1.849 -3.383 -1.588
C 1.829 -2.489 -2.836
C 3.125 -1.633 -2.761
O 1.848 -3.374 -3.962
H 1.682 -2.852 -0.651
H 2.679 -4.085 -1.511
H 0.926 -3.964 -1.578
H 0.971 -1.825 -2.943
H 3.219 -1.016 -1.867
H 3.247 -1.005 -3.643
H 3.997 -2.280 -2.666
H 1.687 -2.785 -4.702
C -2.962 5.369 0.941
C -3.371 4.156 0.046
C -3.848 2.967 0.779
O -4.400 4.485 -0.859
H -3.805 5.826 1.460
H -2.358 6.066 0.361
H -2.385 5.060 1.813
H -2.495 3.822 -0.510
H -3.105 2.698 1.530
H -3.961 2.185 0.028
H -4.844 3.111 1.197
H -5.109 4.910 -0.372
C -0.910 -0.917 4.502
C -1.007 0.252 3.494
C 0.340 0.863 3.290
O -1.469 -0.151 2.236
H -0.890 -0.734 5.577
H -0.033 -1.500 4.223
H -1.678 -1.650 4.255
H -1.612 1.040 3.943
H 0.235 1.880 2.913
H 0.990 0.324 2.601
H 0.891 0.909 4.230
H -1.078 0.287 1.476
C -4.376 4.200 -4.549
C -4.369 3.902 -3.024
C -3.836 2.509 -2.726
O -3.520 4.804 -2.360
H -4.935 3.437 -5.090
H -3.361 4.175 -4.945
H -4.794 5.205 -4.608
H -5.319 4.080 -2.521
H -2.903 2.392 -3.277
H -4.504 1.707 -3.040
H -3.740 2.452 -1.642
H -3.727 4.873 -1.425
C 1.975 5.045 1.790
C 0.566 4.489 1.944
C -0.169 4.330 0.552
O 0.595 3.168 2.528
H 2.302 5.248 2.810
H 2.055 5.968 1.215
H 2.622 4.241 1.438
H -0.067 5.201 2.472
H 0.311 3.528 -0.009
H 0.061 5.235 -0.011
H -1.240 4.193 0.695
H 0.419 3.402 3.442
C -3.793 1.052 2.204
C -3.744 -0.095 3.184
C -5.167 -0.587 3.587
O -3.024 -1.124 2.543
H -4.272 0.707 1.288
H -2.805 1.406 1.911
H -4.331 1.893 2.641
H -3.076 0.116 4.020
H -5.804 -0.939 2.775
H -5.576 0.235 4.174
H -5.019 -1.430 4.262
H -2.134 -0.844 2.317
C 3.858 -4.015 -0.164
C 5.264 -3.485 0.271
C 5.813 -2.457 -0.871
C 4.955 -1.244 -0.814
C 5.198 -0.479 0.513
C 4.728 -1.399 1.772
N 5.126 -2.811 1.616
O 4.811 -3.721 2.625
C 5.422 -0.789 2.992
C 3.160 -1.183 1.925
C 6.262 -4.714 0.401
H 3.862 -4.401 -1.184
H 3.529 -4.835 0.475
H 3.019 -3.323 -0.240
H 6.851 -2.162 -0.721
H 5.632 -2.833 -1.878
H 5.339 -0.648 -1.642
H 3.879 -1.352 -0.950
H 4.558 0.388 0.350
H 6.267 -0.278 0.583
H 5.248 0.280 3.111
H 6.504 -0.884 3.085
H 4.972 -1.171 3.908
H 2.868 -0.207 2.313
H 2.751 -1.937 2.599
H 2.636 -1.290 0.975
H 5.756 -5.647 0.651
H 6.899 -4.777 -0.481
H 6.951 -4.517 1.222
H 5.713 -3.826 2.936
C -1.796 2.710 -0.790
C -1.163 1.327 -0.832
C -0.514 1.187 -2.222
C 0.508 0.019 -2.345
C 1.661 0.281 -1.339
C 1.095 0.436 0.153
N -0.096 1.296 0.221
O -0.471 1.451 1.551
C 0.783 -1.001 0.678
C 2.219 1.084 1.008
C -2.310 0.205 -0.575
H -2.681 2.734 -1.425
H -1.149 3.534 -1.092
H -2.093 2.998 0.219
H -1.248 0.924 -2.984
H -0.005 2.085 -2.571
H 0.960 -0.035 -3.335
H -0.031 -0.919 -2.214
H 2.191 1.201 -1.590
H 2.489 -0.427 -1.302
H 0.167 -1.058 1.576
H 0.300 -1.639 -0.062
H 1.736 -1.484 0.895
H 3.207 0.642 0.882
H 2.375 2.141 0.792
H 1.939 1.086 2.062
H -2.813 0.366 0.379
H -1.905 -0.806 -0.598
H -3.051 0.280 -1.371
H -0.027 2.284 1.729
C 0.761 -5.105 -0.092
C 0.622 -4.137 1.048
C -0.530 -3.270 0.609
C -1.036 -2.445 1.799
C -1.492 -3.357 2.935
C -0.273 -4.182 3.380
N 0.299 -4.909 2.282
O 1.304 -5.834 2.718
C 0.657 -3.249 4.225
C -0.897 -5.174 4.413
C 1.879 -3.228 1.179
H 1.628 -5.723 0.143
H 1.036 -4.607 -1.022
H -0.149 -5.692 -0.215
H -0.161 -2.566 -0.136
H -1.322 -3.878 0.172
H -1.901 -1.828 1.554
H -0.266 -1.713 2.043
H -2.356 -3.960 2.657
H -1.922 -2.679 3.673
H 0.920 -2.290 3.779
H 0.252 -2.989 5.203
H 1.613 -3.766 4.301
H -1.455 -4.666 5.200
H -1.623 -5.826 3.927
H -0.092 -5.752 4.867
H 2.691 -3.735 1.701
H 1.634 -2.279 1.655
H 2.281 -3.087 0.176
H 2.018 -5.237 2.952
```

The LUMO energy is -0.17 eV. The total energy is -3199.7345 hartree. As for the energy relative to the best compared isomer or geometry (same formula, charge and spin): 1359.2 kcal/mol. As for the max |F|: 0.3667 hartree/bohr. As for the total charge: 0. The value obtained for the HOMO energy is -7.84 eV.

Results of the Löwdin charge analysis, in e, for atoms 1 through 8:
1. C -0.06
2. C -0.44
3. C -0.04
4. O -0.04
5. H 0.00
6. H 0.12
7. H 0.07
8. H 0.10